[1]
Below is C5H8O2 in the gas phase, with properties calculated with ωB97M-V with the def2-TZVPD basis set.

## Properties
Net charge: 0
Kohn-Sham gap, Ha: 0.31971
Energy relative to the best compared isomer or geometry (same formula, charge and spin), kcal/mol: 99.98
Lowest unoccupied orbital energy, eV: -0.04

```
15
Properties=species:S:1:pos:R:3:mulliken_charge:R:1
O -1.56845 1.83002 0.31918 -0.512
C -1.23859 1.21804 -0.91453 -0.198
C -0.60845 -0.10063 -0.87760 -0.618
C -0.44978 -0.70917 0.46368 -0.375
C 0.82501 -1.55595 0.51081 -0.304
C 1.94710 -0.80375 -0.17027 0.014
O 3.09552 -1.16284 -0.24152 -0.475
H -1.98583 2.68030 0.13478 0.300
H -0.54038 1.83946 -1.50777 0.348
H -2.11911 1.08821 -1.57165 0.384
H 1.64971 0.16098 -0.63698 0.260
H -0.54286 -0.02994 1.32085 0.356
H -1.33966 -1.36607 0.50385 0.234
H 0.70085 -2.50267 -0.02350 0.252
H 1.13414 -1.80316 1.53229 0.334
```

=====

[2]
Below is a molecular structure, C40H64CdN6O3S2SbSi3, with properties calculated with ωB97M-V with the def2-TZVPD basis set.

## Properties
Net charge: +1
Kohn-Sham gap, Ha: 0.29988
Energy relative to the best compared isomer or geometry (same formula, charge and spin), kcal/mol: 12.16
Lowest unoccupied orbital energy, eV: -2.08

```
120
Properties=species:S:1:pos:R:3:mulliken_charge:R:1
Cd 0.63661 -0.25996 -0.51275 5.825
N 1.74392 -2.18518 -1.65574 -0.523
C 0.73286 -3.01495 -2.33150 -0.395
C 0.32659 -2.41932 -3.67095 -0.982
C -0.58512 -1.20428 -3.59124 -0.273
N -0.03662 -0.06685 -2.81259 -0.549
H 2.56345 -2.09944 -2.24428 0.107
H 2.02505 -2.63813 -0.78349 0.058
H -0.13978 -3.07999 -1.67572 -0.077
H 1.09125 -4.03529 -2.48240 0.533
H -0.21694 -3.17845 -4.23914 0.494
H 1.22379 -2.19343 -4.26077 0.289
H -1.52668 -1.47967 -3.12298 -0.007
H -0.82802 -0.87219 -4.60332 0.548
H -0.76379 0.64599 -2.82379 -0.073
H 0.77454 0.31732 -3.28513 -0.068
C -1.69233 3.97478 0.85520 -1.011
C -0.64643 3.21339 0.31669 -0.479
N -0.01492 2.26344 0.96917 1.233
C -0.39767 2.00192 2.24263 -0.201
C -1.44631 2.70255 2.86874 1.466
C -2.09556 3.70821 2.13409 -1.210
C -1.81617 2.39828 4.21944 -1.272
C -1.16019 1.45178 4.91402 -1.131
C -0.08256 0.72032 4.31986 1.283
C 0.61045 -0.27547 5.02682 -1.117
C 1.61691 -0.96072 4.40417 -1.176
C 1.91170 -0.64569 3.07212 -0.645
N 1.28609 0.28369 2.37984 1.058
C 0.29914 0.97137 2.99104 -0.563
H -2.15723 4.75508 0.26449 0.622
H -0.31528 3.40374 -0.70092 -0.033
H -2.90179 4.26850 2.59654 0.438
H -2.63300 2.95200 4.66822 0.452
H -1.43699 1.22134 5.93627 0.447
H 0.33400 -0.49229 6.05238 0.431
H 2.17413 -1.73917 4.91002 0.499
H 2.69023 -1.19260 2.55114 0.534
C -5.43346 -5.34715 -1.40103 -1.557
C -4.51257 -4.34991 -0.75345 0.772
C -4.20757 -4.44016 0.60352 -0.836
C -3.33910 -3.54182 1.20295 -0.703
C -2.75803 -2.54289 0.43372 -0.409
C -3.07039 -2.41294 -0.91298 0.028
C -3.94411 -3.31510 -1.49597 -0.776
S -1.59734 -1.42169 1.15110 0.457
O -1.90603 -1.30959 2.55201 -0.764
O -1.67024 -0.19206 0.35013 0.021
N -0.12464 -1.94356 0.82508 1.708
C 0.49003 -3.00447 1.48714 -0.350
C -0.07532 -3.72229 2.55793 -0.851
C 0.64484 -4.74527 3.13924 -0.840
C 1.91768 -5.05047 2.67545 -0.849
C 2.40232 -4.29363 1.63070 -0.501
N 1.72266 -3.30220 1.04770 -0.111
H -6.22031 -5.66278 -0.71521 0.392
H -4.87929 -6.24049 -1.69908 0.294
H -5.90012 -4.93323 -2.29515 0.374
H -4.66691 -5.21880 1.20360 0.402
H -3.13637 -3.59708 2.26460 0.523
H -2.67758 -1.57536 -1.47897 0.118
H -4.20398 -3.20357 -2.54260 0.442
H -1.04183 -3.44747 2.94681 0.609
H 0.21538 -5.29970 3.96478 0.440
H 2.51030 -5.84416 3.10844 0.442
H 3.39342 -4.48275 1.22832 0.435
O -2.80718 0.46372 -2.52058 -0.853
S -2.82750 1.65475 -1.60615 0.754
C -4.17247 1.38573 -0.40118 -0.593
C -5.23180 2.45964 -0.62187 -0.820
C -5.24201 2.73479 -2.12180 -0.633
C -3.77663 2.94315 -2.48384 -0.954
H -3.74423 1.34870 0.59981 0.139
H -4.53643 0.39000 -0.66772 0.304
H -4.96032 3.37231 -0.08202 0.262
H -6.20246 2.13469 -0.24620 0.404
H -5.85201 3.59961 -2.38401 0.427
H -5.63485 1.86939 -2.65980 0.257
H -3.41348 3.91417 -2.13173 0.341
H -3.53350 2.83064 -3.54057 0.413
C 1.15693 3.30508 -3.33886 -0.608
Si 2.53736 3.60084 -2.09404 0.762
C 4.08389 4.05265 -3.04752 -1.131
C 2.10819 5.00782 -0.92123 -0.937
Sb 2.88953 1.41737 -0.78669 -3.416
Si 4.67712 0.27962 -2.23815 0.978
C 6.23946 1.26242 -2.57520 -1.056
C 3.87918 -0.08434 -3.90264 -0.660
C 5.14815 -1.30327 -1.33385 -1.004
Si 4.22903 2.19582 1.26844 0.969
C 5.01107 0.66955 2.04282 -1.224
C 5.56456 3.38118 0.69619 -1.155
C 3.13565 3.12331 2.46776 -0.664
H 0.90452 4.24180 -3.84635 0.466
H 0.24266 2.91547 -2.88270 -0.294
H 1.48164 2.59696 -4.10862 0.342
H 3.95352 5.05004 -3.48324 0.408
H 4.27212 3.35510 -3.86925 0.274
H 4.97254 4.07956 -2.40996 0.311
H 1.33990 5.65021 -1.36379 0.494
H 2.99125 5.62799 -0.74668 0.430
H 1.73884 4.66677 0.04674 -0.016
H 6.13004 1.88977 -3.46349 0.326
H 7.05395 0.55451 -2.76766 0.403
H 6.54908 1.90294 -1.74689 0.228
H 3.66770 0.84699 -4.43863 0.329
H 2.94485 -0.64744 -3.82621 -0.220
H 4.56937 -0.66704 -4.52224 0.457
H 5.98142 -1.10602 -0.65250 0.389
H 5.48209 -2.06779 -2.04313 0.479
H 4.33127 -1.72108 -0.73925 -0.042
H 6.09952 0.71296 1.94909 0.475
H 4.67448 -0.25832 1.57552 0.098
H 4.76935 0.61443 3.10769 0.415
H 6.31615 2.90329 0.06420 0.280
H 6.08034 3.76926 1.58191 0.406
H 5.15036 4.23861 0.15731 0.168
H 2.42623 2.47123 2.96791 -0.075
H 2.57924 3.92574 1.97579 0.188
H 3.77651 3.58410 3.22891 0.538
```